Entry 1:
This record from the OMol25 dataset describes a 2-piece molecular cluster, C5H14 overall. The level of theory is wB97M-V/def2-TZVPD.

Multiplicity = 1
Orbital gap = 0.43974 Eh
Structure (SMILES) = CCC.CC

Geometry as XYZ:
```
19
Properties=species:S:1:pos:R:3:forces:R:3:nbo_charge:R:1
C 0.838 -0.059 0.816 0.7 2.3 -0.6 -0.62
C 2.371 -0.316 0.741 -1.1 -2.1 0.1 -0.40
C 2.679 -1.410 -0.327 0.3 0.7 1.3 -0.60
H 0.698 1.014 0.497 -0.4 -1.2 -0.1 0.21
H 0.442 -0.065 1.813 0.0 -0.2 0.7 0.21
H 0.194 -0.721 0.242 0.4 -0.1 -0.3 0.20
H 2.962 0.595 0.596 -0.2 -0.3 0.3 0.20
H 2.589 -0.857 1.676 0.6 0.8 0.0 0.19
H 2.378 -1.060 -1.320 0.4 -0.5 0.0 0.20
H 3.727 -1.719 -0.178 -0.2 0.4 -0.9 0.21
H 2.136 -2.294 0.003 -0.4 0.0 -0.5 0.20
C -3.254 0.841 -0.052 1.0 -0.9 -1.3 -0.62
C -2.028 1.012 -0.986 -0.4 -1.9 -1.4 -0.63
H -3.043 -0.023 0.572 -0.2 0.3 0.6 0.20
H -3.448 1.742 0.503 -0.4 0.1 0.3 0.21
H -4.061 0.513 -0.704 -0.6 0.5 0.4 0.21
H -2.229 0.542 -1.989 -0.6 1.3 0.3 0.20
H -1.281 0.234 -0.804 0.5 1.0 1.0 0.21
H -1.670 2.030 -1.099 0.3 -0.2 0.0 0.21
```
Forces are in eV/Å.

Entry 2:
This record from the OMol25 dataset describes CH4OS2 as an isolated structure. The level of theory is wB97M-V/def2-TZVPD.

Multiplicity = 1
Orbital gap (alpha / beta) = 0.27754 / 0.27730 Eh

Geometry as XYZ:
```
8
Properties=species:S:1:pos:R:3:forces:R:3:nbo_charge:R:1
C 0.630 -0.530 0.108 1.6 2.2 -0.7 -0.25
O -0.230 -1.516 0.253 -3.1 -1.8 0.8 -0.59
S -2.311 0.834 -0.032 -0.4 0.2 1.0 0.04
S -2.462 -1.100 -0.063 2.7 -0.6 0.5 0.19
H 1.019 -0.543 -0.921 0.4 0.2 -0.1 0.15
H 1.538 -0.512 0.822 -1.5 -0.3 -0.5 0.19
H 0.198 0.522 0.194 -0.1 -0.5 0.3 0.16
H -1.756 0.918 -1.204 0.3 0.6 -1.3 0.12
```
Forces are in eV/Å.

Entry 3:
This record from the OMol25 dataset describes a 8-piece molecular cluster, C12H30F2O12 overall. The level of theory is wB97M-V/def2-TZVPD.

Multiplicity = 1
Orbital gap = 0.36904 Eh
Structure (SMILES) = O=C1OC[C@@H](F)O1.O=C1OC[C@@H](F)O1.CO.CO.CO.CO.CO.CO

Geometry as XYZ:
```
56
Properties=species:S:1:pos:R:3:forces:R:3:nbo_charge:R:1
O 7.920 7.047 10.859 0.6 -0.4 -0.4 -0.61
C 9.093 7.036 10.635 1.8 0.5 0.7 1.02
O 9.773 7.088 9.488 0.3 0.4 0.0 -0.47
C 11.228 7.241 9.756 -1.3 -1.8 -0.6 -0.12
C 11.301 7.217 11.252 1.0 -0.1 0.0 0.43
F 11.770 8.400 11.764 -0.4 1.1 -0.2 -0.35
O 10.033 6.969 11.669 -1.7 -0.3 0.6 -0.50
H 11.765 6.441 9.203 -0.5 0.4 0.6 0.22
H 11.591 8.165 9.433 0.1 1.6 -0.9 0.22
H 12.037 6.572 11.668 0.1 -1.4 0.2 0.17
O 5.935 13.622 8.934 -1.3 0.6 0.9 -0.55
C 6.602 13.706 7.974 1.3 -1.7 -0.2 0.97
O 7.926 13.922 8.017 0.3 0.5 0.5 -0.48
C 8.516 13.768 6.754 1.6 0.6 -0.2 -0.14
C 7.423 13.236 5.876 -1.5 0.3 1.0 0.44
F 7.596 11.955 5.446 -0.1 0.3 0.5 -0.33
O 6.236 13.352 6.724 0.8 -0.3 -1.3 -0.50
H 8.953 14.761 6.431 -0.7 -1.1 0.1 0.20
H 9.338 13.041 6.810 -0.2 0.1 0.1 0.23
H 7.229 13.852 5.047 -0.2 0.5 -1.4 0.16
C 7.216 6.241 14.927 -1.1 0.6 2.3 -0.24
O 7.576 7.379 14.236 0.8 0.6 -1.3 -0.74
H 7.164 6.659 15.952 0.1 -0.9 -0.1 0.18
H 6.212 5.933 14.697 -0.7 -0.3 -0.3 0.16
H 7.834 5.359 14.902 0.8 0.0 -0.3 0.17
H 7.627 7.212 13.298 0.1 -0.1 -0.6 0.49
C 5.565 9.466 8.859 -1.0 -1.1 0.2 -0.25
O 6.580 9.151 9.794 0.1 0.7 0.1 -0.77
H 4.849 8.644 8.796 0.1 -0.3 -0.2 0.17
H 4.918 10.282 9.162 0.5 0.5 0.3 0.19
H 5.948 9.634 7.865 0.3 0.2 -0.4 0.17
H 6.707 8.200 9.923 -0.1 0.2 -0.2 0.51
C 9.279 8.902 6.363 -0.7 2.1 -0.5 -0.26
O 10.665 8.767 6.595 -0.4 -0.9 -0.3 -0.75
H 8.639 8.057 6.531 0.2 -0.8 0.3 0.17
H 8.905 9.768 6.934 -0.1 -0.6 0.4 0.18
H 9.071 9.291 5.366 0.2 -0.5 -0.6 0.16
H 10.802 9.489 7.196 0.5 0.6 0.7 0.49
C 6.536 10.448 15.406 0.8 0.8 0.3 -0.24
O 7.792 10.027 14.964 0.9 -0.5 -0.5 -0.76
H 6.786 11.344 15.998 -0.6 -0.3 0.1 0.18
H 5.939 10.775 14.565 -0.6 -0.1 -0.1 0.16
H 6.044 9.694 16.021 -0.3 0.1 0.0 0.16
H 7.741 9.159 14.527 -0.2 0.2 0.4 0.49
C 11.992 11.054 8.498 -1.6 -0.2 -0.6 -0.27
O 10.528 10.888 8.476 1.6 0.2 -0.4 -0.79
H 12.220 12.072 8.879 0.3 -0.8 -0.1 0.19
H 12.361 10.212 9.098 0.6 0.6 0.0 0.17
H 12.318 10.917 7.441 0.1 0.3 0.8 0.19
H 10.285 10.601 9.371 -0.6 0.1 0.1 0.51
C 8.760 10.116 11.939 0.5 1.8 0.5 -0.26
O 9.041 10.221 10.561 -0.1 -0.2 -0.8 -0.80
H 7.823 9.634 12.054 -0.6 -0.9 0.5 0.18
H 9.614 9.687 12.454 -0.2 -0.6 0.0 0.19
H 8.644 11.111 12.417 0.0 -0.3 -0.4 0.18
H 8.196 10.137 10.065 0.4 -0.1 0.4 0.52
```
Forces are in eV/Å.

Entry 4:
This record from the OMol25 dataset describes one molecule with the formula C4H8N4. The level of theory is wB97M-V/def2-TZVPD.

Multiplicity = 1
Orbital gap = 0.34350 Eh
Structure (SMILES) = [H]/N=C1/NN[C@H]2C[C@@]12N

Geometry as XYZ:
```
16
Properties=species:S:1:pos:R:3:forces:R:3:nbo_charge:R:1
H 1.073 0.402 -2.296 -0.6 -0.7 0.4 0.36
N 0.475 -0.422 -2.074 0.7 0.5 -1.7 -0.68
C 0.146 -0.437 -0.872 0.5 -0.9 0.2 0.42
N -0.536 -1.525 -0.281 -0.7 0.2 0.0 -0.48
N -1.417 -0.934 0.709 0.7 0.2 1.6 -0.45
C -0.687 0.279 1.132 -0.3 -0.5 0.3 -0.09
C 0.803 0.217 1.474 0.0 0.1 1.1 -0.43
C 0.380 0.622 0.122 -0.5 0.7 0.2 0.00
N 0.819 1.884 -0.365 -0.8 1.2 -0.7 -0.83
H -1.159 -2.002 -0.933 0.6 0.1 -0.1 0.39
H -1.493 -1.550 1.562 0.4 0.5 -1.4 0.35
H -1.390 0.923 1.599 0.0 1.0 0.4 0.22
H 1.232 1.063 2.103 -0.7 -1.4 -0.8 0.23
H 1.231 -0.778 1.568 0.2 0.3 0.3 0.23
H 1.155 2.534 0.383 -0.8 -0.9 -1.2 0.38
H 0.117 2.301 -1.042 1.3 -0.3 1.5 0.38
```
Forces are in eV/Å.

Record-wise strongest force on any atom values, in eV Å⁻¹: 2.497 3.646 2.634 1.980
Record-wise calculated total energy values, in eV: -5411.014 -24816.830 -42932.840 -10235.885
Record-wise energy above the lowest of the compared OMol25 structures with the same formula, charge and spin values, in eV: 1.036 2.445 0.000 2.357